A structure of composition C23H30N2O9S. Source: the OMol25 dataset; level of theory: ωB97M-V/def2-TZVPD.

Values from the calculation:
ΔE to the lowest compared entry with this formula, charge and spin: 380.98 kJ/mol
spin multiplicity: 1
HOMO energy: -8.70 eV

Geometry (Å):
C (0.128, -0.693, 2.991)
C (-0.427, -1.968, 2.458)
C (-0.690, -2.027, 1.017)
C (-0.458, -0.845, 0.075)
C (-0.816, -1.041, -1.433)
C (0.421, -1.485, -2.355)
C (1.783, -1.015, -1.745)
C (2.327, 0.346, -2.147)
C (3.591, 0.760, -1.528)
C (4.252, -0.175, -0.554)
N (5.431, 0.088, 0.145)
S (5.718, -1.222, 1.108)
N (4.453, -2.290, 0.766)
C (3.734, -1.544, -0.151)
C (2.447, -1.916, -0.826)
C (0.055, 0.379, 0.694)
C (0.381, 0.495, 2.149)
H (0.364, -0.638, 4.082)
H (-0.628, -2.836, 3.135)
H (-1.099, -2.982, 0.586)
H (-1.293, -0.088, -1.791)
H (-1.581, -1.861, -1.495)
H (0.359, -2.599, -2.505)
H (0.281, -0.949, -3.343)
H (1.800, 1.015, -2.875)
H (4.040, 1.754, -1.761)
H (2.018, -2.920, -0.590)
H (0.207, 1.270, 0.026)
H (0.796, 1.435, 2.598)
C (-4.815, 3.946, 3.714)
O (-5.049, 2.935, 2.733)
C (-4.154, 1.937, 2.745)
O (-3.213, 1.840, 3.491)
O (-4.488, 1.069, 1.784)
C (-3.612, -0.055, 1.680)
H (-5.598, 4.695, 3.607)
H (-4.870, 3.526, 4.719)
H (-3.850, 4.427, 3.549)
H (-3.620, -0.631, 2.606)
H (-2.597, 0.260, 1.438)
H (-3.975, -0.693, 0.875)
C (2.255, -8.498, -4.012)
O (3.021, -7.959, -2.936)
C (2.985, -6.623, -2.851)
O (2.379, -5.883, -3.584)
O (3.739, -6.254, -1.809)
C (3.792, -4.842, -1.597)
H (2.359, -9.581, -3.982)
H (1.199, -8.248, -3.896)
H (2.632, -8.140, -4.971)
H (2.801, -4.450, -1.386)
H (4.231, -4.339, -2.460)
H (4.427, -4.659, -0.731)
C (-1.978, 4.401, 0.967)
O (-1.402, 5.448, 0.185)
C (-1.964, 6.647, 0.378)
O (-2.874, 6.890, 1.129)
O (-1.336, 7.531, -0.409)
C (-1.835, 8.864, -0.306)
H (-1.447, 3.480, 0.731)
H (-1.857, 4.605, 2.032)
H (-3.031, 4.268, 0.716)
H (-1.710, 9.245, 0.709)
H (-2.883, 8.907, -0.606)
H (-1.254, 9.487, -0.984)

A cluster of 2 separate species, C23H30N4O4 in total. Source: the OMol25 dataset; level of theory: ωB97M-V/def2-TZVPD.

Values from the calculation:
ΔE to the lowest compared entry with this formula, charge and spin: 49.65 kJ/mol
structure (SMILES): CNC(=O)[C@H](Cc1ccc(O)cc1)NC(C)=O.O=c1cccc2n1C[C@@H]1CNC[C@H]2C1
spin multiplicity: 1
HOMO energy: -7.85 eV

Geometry (Å):
O (1.045, -5.847, -3.794)
O (0.633, 1.944, 7.059)
O (3.080, 4.216, 2.635)
O (-2.664, -1.009, 0.273)
C (0.033, -5.360, -4.288)
C (0.748, 2.614, 6.049)
C (2.754, 3.632, 3.663)
C (-0.916, -6.258, -4.925)
C (-2.046, -5.753, -5.520)
C (-2.266, -4.310, -5.492)
C (-1.358, -3.463, -4.881)
C (-1.834, -0.030, 2.308)
C (-1.364, 0.996, 0.145)
C (-1.104, 0.992, 2.947)
C (-0.614, 2.001, 0.784)
C (-1.962, -0.030, 0.902)
C (-0.477, 2.003, 2.187)
N (3.418, 3.818, 4.814)
N (-0.188, -3.985, -4.283)
N (-1.518, -1.753, -2.407)
N (1.216, 2.036, 4.940)
C (0.361, 4.081, 6.093)
C (4.543, 4.738, 4.978)
C (-2.370, -1.564, -3.593)
C (0.863, -3.115, -3.732)
C (-0.173, -1.165, -2.466)
C (-0.287, -1.234, -4.974)
C (-1.625, -1.975, -4.877)
C (0.555, -1.602, -3.746)
C (0.336, 3.103, 2.856)
C (1.583, 2.619, 3.634)
H (-2.984, -1.670, 0.889)
H (-0.702, -7.320, -4.913)
H (-2.764, -6.415, -5.996)
H (-3.161, -3.904, -5.954)
H (-2.303, -0.805, 2.894)
H (-1.492, 1.007, -0.926)
H (-1.030, 0.997, 4.025)
H (-0.149, 2.779, 0.193)
H (3.119, 3.287, 5.619)
H (-2.007, -1.475, -1.547)
H (1.390, 1.048, 5.048)
H (0.448, 4.430, 7.121)
H (-0.675, 4.177, 5.775)
H (0.994, 4.691, 5.457)
H (4.290, 5.715, 4.559)
H (4.784, 4.856, 6.036)
H (5.417, 4.351, 4.451)
H (-2.662, -0.511, -3.665)
H (-3.285, -2.156, -3.488)
H (1.771, -3.274, -4.324)
H (1.085, -3.424, -2.705)
H (-0.249, -0.073, -2.458)
H (0.401, -1.464, -1.584)
H (0.238, -1.516, -5.893)
H (-0.455, -0.153, -5.004)
H (-2.247, -1.711, -5.737)
H (1.506, -1.063, -3.788)
H (-0.324, 3.671, 3.508)
H (0.660, 3.792, 2.076)
H (1.984, 1.795, 3.043)

An isolated molecule of C23H30N4O4. Source: the OMol25 dataset; level of theory: ωB97M-V/def2-TZVPD.

Values from the calculation:
ΔE to the lowest compared entry with this formula, charge and spin: 28.31 kJ/mol
structure (SMILES): Cc1cc(NC(=O)CCCC(=O)N(CC(=O)NC2CCCCC2)c2ccccc2)no1
spin multiplicity: 1
HOMO energy: -8.90 eV

Geometry (Å):
C (-2.446, -2.905, -3.048)
C (-1.838, -3.005, -1.700)
C (-0.541, -3.102, -1.282)
C (-0.650, -3.111, 0.134)
N (-1.908, -3.039, 0.505)
O (-2.648, -2.974, -0.630)
N (0.347, -3.153, 1.086)
C (1.644, -2.791, 0.859)
O (2.110, -2.654, -0.251)
C (2.474, -2.615, 2.119)
H (3.092, -3.510, 2.228)
C (3.386, -1.390, 1.998)
H (4.148, -1.425, 2.779)
H (3.887, -1.423, 1.029)
C (2.611, -0.070, 2.131)
C (1.489, -0.024, 1.114)
O (0.370, -0.435, 1.407)
N (1.787, 0.422, -0.119)
C (3.063, 0.940, -0.474)
C (3.402, 2.244, -0.141)
C (4.637, 2.746, -0.513)
C (5.527, 1.953, -1.218)
C (5.182, 0.655, -1.556)
C (3.950, 0.145, -1.189)
H (3.664, -0.866, -1.443)
H (5.874, 0.037, -2.109)
H (6.489, 2.349, -1.508)
H (4.902, 3.761, -0.257)
H (2.696, 2.857, 0.399)
C (0.860, 0.209, -1.222)
H (1.416, 0.323, -2.153)
C (-0.325, 1.193, -1.260)
O (-0.399, 2.074, -2.094)
N (-1.257, 0.920, -0.342)
H (-1.032, 0.231, 0.373)
C (-2.495, 1.654, -0.192)
C (-3.679, 0.696, -0.341)
C (-4.998, 1.439, -0.158)
C (-5.040, 2.124, 1.205)
C (-3.866, 3.087, 1.349)
C (-2.544, 2.347, 1.170)
H (-2.434, 1.592, 1.953)
H (-1.707, 3.045, 1.253)
H (-3.892, 3.563, 2.332)
H (-3.945, 3.872, 0.594)
H (-4.989, 1.368, 1.991)
H (-5.981, 2.666, 1.320)
H (-5.102, 2.190, -0.944)
H (-5.830, 0.739, -0.250)
H (-3.645, 0.228, -1.327)
H (-3.592, -0.095, 0.408)
H (-2.515, 2.402, -0.993)
H (0.463, -0.809, -1.155)
H (2.157, -0.015, 3.122)
H (3.296, 0.767, 2.004)
H (1.832, -2.525, 2.995)
H (-0.011, -3.113, 2.030)
H (0.352, -3.167, -1.864)
H (-3.496, -3.180, -2.996)
H (-2.371, -1.882, -3.415)
H (-1.927, -3.558, -3.745)

A cluster of 2 separate species, C23H30NO2 in total. Source: the OMol25 dataset; level of theory: ωB97M-V/def2-TZVPD.

Values from the calculation:
ΔE to the lowest compared entry with this formula, charge and spin: 260.67 kJ/mol
spin multiplicity: 1
charge: +1
HOMO energy: -10.97 eV

Geometry (Å):
C (-1.660, -0.998, -3.274)
C (-1.441, -0.611, -1.825)
N (-0.982, 0.732, -1.458)
C (0.338, 1.212, -1.842)
C (1.149, 0.413, -2.839)
C (-2.010, 1.788, -1.444)
C (-3.176, 1.678, -2.415)
H (-1.978, -2.048, -3.292)
H (-2.451, -0.405, -3.740)
H (-0.740, -0.922, -3.856)
H (-2.388, -0.742, -1.275)
H (-0.723, -1.313, -1.385)
H (0.236, 2.245, -2.211)
H (0.907, 1.314, -0.903)
H (2.147, 0.860, -2.893)
H (1.278, -0.632, -2.541)
H (0.711, 0.468, -3.840)
H (-2.397, 1.832, -0.412)
H (-1.501, 2.745, -1.623)
H (-3.742, 2.614, -2.377)
H (-2.845, 1.547, -3.449)
H (-3.864, 0.870, -2.145)
C (-1.445, 3.851, 5.024)
C (-2.212, 2.892, 4.105)
C (-1.127, 2.258, 3.298)
C (0.115, 2.718, 3.804)
O (0.001, 3.624, 4.811)
C (1.339, 2.216, 3.333)
C (1.312, 1.219, 2.386)
C (0.083, 0.781, 1.787)
C (-0.022, -0.234, 0.796)
C (1.030, -1.138, 0.415)
C (0.722, -2.519, 0.233)
C (1.674, -3.388, -0.256)
C (2.952, -2.886, -0.602)
O (3.745, -3.790, -1.235)
C (2.972, -5.043, -1.353)
C (1.633, -4.834, -0.638)
C (3.313, -1.549, -0.376)
C (2.360, -0.696, 0.125)
C (-1.139, 1.343, 2.267)
H (-1.653, 4.899, 4.780)
H (-1.650, 3.680, 6.089)
H (-2.755, 2.150, 4.701)
H (-2.943, 3.422, 3.486)
H (2.260, 2.607, 3.756)
H (2.247, 0.741, 2.106)
H (-1.041, -0.583, 0.629)
H (-0.278, -2.885, 0.486)
H (2.842, -5.245, -2.423)
H (3.581, -5.839, -0.905)
H (1.572, -5.484, 0.241)
H (0.791, -5.079, -1.292)
H (4.323, -1.234, -0.632)
H (2.619, 0.356, 0.256)
H (-2.088, 1.017, 1.837)